Record 1
{"formula": "C10H15CaClN5O4", "method": "wB97M-V/def2-TZVPD", "total_charge": 1, "lumo_energy_ha": -0.2335, "total_energy_ev": -57196.8130, "orbital_gap_ev": 3.80, "e_above_lowest_kcal_mol": 193.7, "symbols": ["Ca", "Cl", "O", "O", "O", "O", "C", "C", "N", "H", "H", "H", "C", "C", "N", "H", "H", "H", "C", "C", "N", "H", "H", "H", "C", "C", "N", "H", "H", "H", "C", "C", "N", "H", "H", "H"], "positions_angstrom": [[0.008, 0.284, 0.321], [-2.461, 4.276, -1.729], [-3.499, 3.292, -1.833], [-1.503, 3.795, -0.755], [-1.758, 4.463, -3.016], [-3.071, 5.521, -1.301], [-3.834, 2.403, 4.577], [-3.570, 1.523, 3.458], [-3.413, 0.859, 2.496], [-3.778, 3.399, 4.138], [-3.140, 2.254, 5.404], [-4.829, 2.186, 4.968], [4.170, -4.955, -0.346], [3.117, -3.992, -0.157], [2.277, -3.240, 0.057], [4.758, -4.705, -1.229], [3.643, -5.894, -0.514], [4.802, -4.870, 0.538], [0.878, -0.627, 7.031], [0.755, -0.459, 5.539], [0.647, -0.356, 4.388], [1.917, -0.909, 7.205], [0.102, -1.228, 7.505], [0.811, 0.334, 7.541], [-2.452, -3.145, -5.164], [-2.094, -2.369, -3.951], [-1.866, -1.785, -2.929], [-2.815, -4.119, -4.835], [-1.562, -3.317, -5.769], [-3.114, -2.582, -5.823], [3.793, 2.556, -4.569], [2.823, 1.802, -3.829], [2.045, 1.272, -3.119], [4.547, 2.951, -3.887], [3.274, 3.354, -5.101], [4.392, 2.025, -5.309]], "lowdin_charge": [1.7559, 0.6283, -0.3839, -0.4605, -0.3858, -0.3534, -0.0601, -0.2719, 0.0994, 0.0976, 0.0851, 0.0946, -0.0502, -0.2982, 0.0978, 0.0939, 0.0975, 0.0968, -0.0476, -0.2462, 0.0798, 0.0844, 0.0880, 0.0813, -0.0608, -0.2410, 0.0775, 0.0866, 0.0814, 0.0896, -0.0676, -0.2648, 0.0944, 0.0925, 0.0984, 0.0910]}

=====

Record 2
{"formula": "C49H34F5N5OS5V", "method": "wB97M-V/def2-TZVPD", "total_charge": 1, "s2": 2.013, "lumo_energy_ha": [-0.1397, -0.1400], "multiplicity": 3, "total_energy_ev": -154296.9077, "orbital_gap_ev": [3.58, 3.57], "e_above_lowest_kcal_mol": 63.6, "symbols": ["V", "N", "S", "N", "S", "N", "S", "N", "C", "C", "C", "C", "C", "C", "C", "C", "C", "C", "C", "C", "C", "C", "C", "C", "C", "C", "C", "C", "C", "C", "C", "C", "C", "C", "C", "C", "C", "C", "C", "C", "C", "C", "C", "C", "H", "H", "H", "H", "H", "H", "H", "H", "H", "H", "H", "H", "H", "H", "H", "H", "H", "H", "H", "H", "H", "H", "H", "H", "H", "H", "H", "H", "H", "H", "S", "C", "N", "C", "C", "C", "C", "C", "C", "S", "H", "H", "H", "H", "F", "C", "C", "F", "C", "F", "C", "O", "C", "F", "C", "F"], "positions_angstrom": [[0.775, -2.187, 0.406], [0.892, -1.975, -1.266], [-0.380, -1.687, -2.163], [-0.665, -0.150, -2.546], [-1.608, 0.879, -1.712], [-1.565, 0.787, -0.164], [-0.356, 0.731, 0.889], [0.191, -0.671, 1.179], [-1.184, 1.130, 2.408], [-0.409, 1.655, 3.459], [-1.012, 2.391, 4.471], [-2.405, 2.585, 4.447], [-3.169, 1.917, 3.482], [-2.562, 1.086, 2.508], [0.739, 2.130, 0.586], [0.379, 3.407, 1.009], [1.238, 4.483, 0.791], [2.434, 4.314, 0.090], [2.680, 3.067, -0.499], [1.859, 1.981, -0.223], [-1.293, 2.476, -2.440], [-2.262, 3.449, -2.246], [-2.319, 4.546, -3.116], [-1.389, 4.693, -4.142], [-0.418, 3.723, -4.289], [-0.347, 2.606, -3.445], [-3.267, 0.536, -2.127], [-4.289, 0.512, -1.181], [-5.605, 0.576, -1.619], [-5.898, 0.571, -2.998], [-4.871, 0.406, -3.924], [-3.547, 0.506, -3.502], [-1.844, -2.472, -1.623], [-2.076, -2.587, -0.257], [-3.071, -3.481, 0.193], [-3.770, -4.237, -0.702], [-3.654, -3.964, -2.060], [-2.708, -3.076, -2.519], [0.200, -2.318, -3.666], [0.890, -1.399, -4.435], [1.635, -1.868, -5.525], [1.651, -3.194, -5.870], [0.864, -4.120, -5.165], [0.176, -3.676, -4.019], [0.683, 1.560, 3.458], [-0.428, 2.910, 5.228], [-2.924, 3.190, 5.176], [-4.234, 2.070, 3.502], [-3.138, 0.444, 1.804], [-0.597, 3.565, 1.442], [0.981, 5.449, 1.183], [3.103, 5.168, -0.061], [3.463, 2.957, -1.233], [2.085, 0.987, -0.634], [-3.039, 3.322, -1.475], [-3.164, 5.256, -3.010], [-1.447, 5.543, -4.827], [0.309, 3.731, -5.069], [0.349, 1.798, -3.645], [-4.111, 0.420, -0.103], [-6.397, 0.601, -0.874], [-6.942, 0.593, -3.309], [-5.145, 0.200, -4.980], [-2.704, 0.398, -4.170], [-1.418, -2.066, 0.451], [-3.322, -3.508, 1.226], [-4.436, -5.041, -0.387], [-4.296, -4.437, -2.809], [-2.662, -2.864, -3.570], [0.885, -0.338, -4.151], [2.281, -1.130, -6.041], [2.293, -3.530, -6.665], [0.880, -5.184, -5.431], [-0.347, -4.406, -3.377], [-0.063, -4.371, 1.095], [1.583, -4.141, 1.476], [2.247, -2.965, 1.271], [3.539, -2.944, 1.816], [4.394, -1.843, 1.909], [5.676, -1.988, 2.443], [6.073, -3.301, 2.746], [5.219, -4.404, 2.751], [3.910, -4.233, 2.317], [2.598, -5.354, 2.318], [3.975, -0.884, 1.577], [6.286, -1.091, 2.593], [7.109, -3.446, 3.070], [5.555, -5.430, 3.032], [3.217, 3.616, 6.777], [3.353, 2.387, 6.194], [2.659, 1.305, 6.750], [2.141, 1.547, 7.968], [2.468, 0.174, 6.043], [1.909, -0.843, 6.684], [2.827, -0.052, 4.685], [2.521, -1.098, 4.113], [3.538, 1.091, 4.162], [3.971, 0.922, 2.909], [3.753, 2.257, 4.872], [4.318, 3.353, 4.306]], "lowdin_charge": [0.5487, -0.3329, 0.8886, -0.3640, 0.9683, -0.3603, 0.8748, -0.3291, -0.3242, -0.0455, -0.0306, -0.0479, -0.0567, -0.0634, -0.3003, -0.0601, -0.0389, -0.0279, -0.0493, -0.0634, -0.3093, -0.0534, -0.0382, -0.0385, -0.0404, -0.0441, -0.3414, -0.0494, -0.0360, -0.0342, -0.0437, -0.0526, -0.3419, -0.1483, -0.0701, -0.0401, -0.0448, -0.0775, -0.3447, -0.0677, -0.0601, -0.0605, -0.0318, -0.0388, 0.1264, 0.1246, 0.1107, 0.1014, 0.1012, 0.1194, 0.1125, 0.1234, 0.1130, 0.1185, 0.1340, 0.1305, 0.1268, 0.1105, 0.0995, 0.1027, 0.1202, 0.1201, 0.1315, 0.1182, 0.0369, 0.1172, 0.1282, 0.1257, 0.1201, 0.0933, 0.1266, 0.1130, 0.1219, 0.1298, 0.6796, -1.0185, -0.1204, -0.2635, -0.0262, -0.0483, -0.0828, -0.0904, -0.4818, 1.0688, 0.1056, 0.1176, 0.1078, 0.1230, 0.0544, -0.1622, -0.1769, 0.0954, -0.1908, 0.0979, -0.3962, -0.0051, -0.1700, 0.0499, -0.1715, 0.0688]}

=====

Record 3
{"formula": "C27H20N10O9PtS", "method": "wB97M-V/def2-TZVPD", "total_charge": 0, "s2": 2.022, "lumo_energy_ha": [-0.0470, -0.1694], "multiplicity": 3, "total_energy_ev": -75719.4448, "orbital_gap_ev": [6.01, 3.38], "e_above_lowest_kcal_mol": 14.4, "symbols": ["Pt", "N", "C", "C", "C", "C", "C", "C", "S", "O", "O", "N", "C", "N", "C", "C", "C", "N", "H", "H", "H", "H", "H", "H", "H", "H", "H", "C", "C", "N", "C", "C", "C", "C", "C", "C", "C", "C", "N", "C", "N", "H", "H", "H", "H", "H", "H", "H", "H", "H", "O", "N", "O", "C", "C", "C", "C", "O", "C", "C", "N", "O", "O", "N", "O", "O", "H", "H"], "positions_angstrom": [[12.915, 12.898, 6.149], [18.358, 12.893, 13.735], [17.366, 13.185, 12.752], [16.404, 14.177, 13.111], [15.210, 14.268, 12.372], [14.991, 13.390, 11.367], [15.965, 12.496, 10.951], [17.181, 12.418, 11.595], [13.419, 13.429, 10.516], [12.549, 14.411, 11.109], [13.056, 12.037, 10.507], [13.789, 13.715, 8.951], [13.478, 14.824, 8.256], [13.426, 16.028, 8.854], [12.986, 17.067, 8.199], [12.362, 16.975, 6.962], [12.356, 15.749, 6.378], [13.029, 14.700, 6.931], [18.615, 13.716, 14.339], [19.198, 12.475, 13.397], [16.517, 14.661, 14.047], [14.373, 14.977, 12.553], [15.670, 11.856, 10.151], [17.926, 11.787, 11.136], [13.029, 17.991, 8.794], [11.966, 17.815, 6.420], [12.031, 15.653, 5.304], [17.037, 12.545, 5.668], [15.680, 12.801, 5.454], [14.792, 12.325, 6.388], [15.201, 11.503, 7.412], [16.562, 11.310, 7.661], [17.485, 11.905, 6.803], [17.026, 10.235, 8.537], [16.478, 8.984, 8.682], [15.952, 8.246, 7.575], [15.693, 6.897, 7.850], [15.474, 6.016, 6.801], [15.364, 6.506, 5.536], [15.515, 7.831, 5.413], [15.799, 8.752, 6.330], [17.719, 12.853, 4.840], [15.271, 13.263, 4.570], [14.403, 11.010, 7.969], [18.551, 11.763, 6.985], [17.976, 10.541, 9.040], [16.632, 8.441, 9.601], [15.728, 6.546, 8.885], [15.359, 4.927, 6.932], [15.373, 8.296, 4.455], [6.965, 10.059, 9.068], [7.813, 9.405, 8.465], [8.192, 8.254, 8.692], [8.507, 10.094, 7.388], [7.913, 11.327, 7.027], [8.776, 12.255, 6.369], [10.188, 12.154, 6.289], [10.988, 13.152, 6.196], [10.618, 10.720, 6.422], [9.824, 9.716, 7.086], [11.761, 10.212, 5.811], [12.029, 9.030, 5.705], [12.702, 11.086, 5.304], [8.135, 13.437, 5.957], [7.069, 13.727, 6.523], [8.524, 13.971, 4.882], [6.884, 11.649, 7.217], [10.268, 8.761, 7.313]], "lowdin_charge": [1.3212, 0.0753, -0.2889, -0.0113, -0.0586, -0.2995, -0.0635, -0.0257, 0.6058, -0.3033, -0.3200, -0.0674, -0.4197, 0.1345, -0.1124, -0.0553, -0.1178, -0.1123, 0.1100, 0.0672, 0.0931, 0.1252, 0.0741, 0.0923, 0.1256, 0.1048, 0.1405, -0.0383, -0.0736, -0.1422, -0.0415, -0.2179, 0.0033, -0.0374, -0.0124, -0.2838, -0.0178, -0.0994, 0.0826, -0.1980, 0.1546, 0.1269, 0.1102, 0.1382, 0.1305, 0.1252, 0.1114, 0.1131, 0.1164, 0.1066, 0.0911, -0.3351, 0.0858, -0.1111, 0.1063, -0.0775, -0.2064, -0.1472, -0.0327, 0.1030, -0.3281, 0.0427, -0.2689, -0.3096, 0.0732, 0.0793, 0.1382, 0.1265]}

=====

Record 4
{"formula": "C8H14N3", "method": "wB97M-V/def2-TZVPD", "total_charge": 1, "s2": 2.010, "lumo_energy_ha": [-0.1204, -0.2047], "multiplicity": 3, "total_energy_ev": -12979.6905, "orbital_gap_ev": [9.31, 7.07], "e_above_lowest_kcal_mol": 72.8, "symbols": ["C", "C", "C", "C", "C", "C", "C", "C", "N", "N", "N", "H", "H", "H", "H", "H", "H", "H", "H", "H", "H", "H", "H", "H", "H"], "positions_angstrom": [[-2.059, 1.261, 0.632], [-0.749, 1.125, 0.076], [-0.940, -0.120, -0.491], [0.359, 2.122, 0.154], [1.519, 1.701, -0.875], [1.965, 0.259, -0.849], [-2.623, -1.980, -0.607], [1.396, -1.659, 0.726], [-2.827, 0.216, 0.559], [-2.072, -0.722, -0.106], [2.130, -0.300, 0.490], [-2.450, 1.886, 1.438], [-0.075, 3.024, -0.048], [0.919, 2.071, 1.083], [1.395, 2.044, -1.911], [2.296, 2.365, -0.634], [1.592, -0.319, -1.559], [-2.303, -2.157, -1.545], [-2.322, -2.661, 0.104], [-3.710, -1.995, -0.634], [1.204, -1.762, 1.780], [0.510, -1.504, 0.106], [2.004, -2.494, 0.404], [3.113, -0.639, 0.451], [1.729, 0.238, 1.256]], "lowdin_charge": [-0.1311, -0.2063, 0.0463, -0.0958, -0.1338, -0.0027, 0.0242, 0.0520, 0.1049, -0.1799, 0.0403, 0.1293, 0.0958, 0.1066, 0.1294, 0.0931, 0.0749, 0.0556, 0.0658, 0.1095, 0.1064, 0.0559, 0.1048, 0.1960, 0.1589]}